# 1
ORCA calculation (the ωB97M-V functional and the def2-TZVPD basis) on 2 unconnected molecules or ions with the total composition C13H20BF2N2O7PS.

HOMO-LUMO gap (eV): 4.54

XYZ file:
```
47
Properties=species:S:1:pos:R:3:lowdin_charge:R:1
C 4.88 1.41 2.13 -0.1157
C 3.71 1.87 1.07 -0.3898
C 4.30 2.92 -0.09 -0.1249
C 3.03 0.62 0.24 -0.1767
C 2.03 -0.32 1.16 -0.2917
C 1.53 -1.59 0.27 -0.0985
C 0.77 0.55 1.83 -0.1464
O -0.50 -0.10 1.50 -0.1300
C -1.66 0.64 2.01 -0.0563
C -1.74 1.12 3.53 0.0401
N -2.77 1.83 4.28 0.0856
N -3.81 2.07 3.46 -0.0498
C -4.02 1.80 2.04 0.0659
C -2.95 1.05 1.11 -0.1143
P -3.15 0.64 -0.74 0.3531
O -4.87 0.77 -1.15 -0.2725
O -2.34 1.88 -1.65 -0.2633
S -2.43 -1.12 -1.18 0.4940
H 5.91 2.01 1.99 0.0921
H 5.08 0.25 2.07 0.0770
H 4.52 1.65 3.23 0.0804
H 2.93 2.50 1.70 0.1213
H 4.58 3.97 0.36 0.0834
H 3.40 3.06 -0.85 0.0783
H 5.19 2.44 -0.70 0.0934
H 3.91 -0.06 -0.14 0.1307
H 2.46 0.99 -0.73 0.1255
H 2.74 -0.77 2.01 0.1429
H 2.47 -2.12 -0.25 0.1051
H 0.98 -2.43 0.88 0.0974
H 0.84 -1.19 -0.62 0.0901
H 0.87 1.66 1.43 0.1376
H 1.02 0.58 2.99 0.1296
H -0.79 0.83 4.19 0.1461
H -4.62 2.55 3.97 0.1896
H -5.03 2.16 1.53 0.1612
H -4.87 1.22 -2.06 0.1034
H -1.53 2.19 -1.14 0.0812
B -2.11 -4.14 -3.24 -1.0250
O -2.72 -3.11 -4.08 0.1879
C -2.65 -3.55 -5.35 -0.4026
O -3.08 -2.93 -6.31 0.1265
C -2.01 -4.84 -5.39 -0.4023
O -1.79 -5.50 -6.39 0.1304
O -1.68 -5.21 -4.15 0.2199
F -3.08 -4.66 -2.28 0.0592
F -0.96 -3.59 -2.53 0.0311
```


# 2
ORCA calculation (the ωB97M-V functional and the def2-TZVPD basis) on a molecular structure, C13H20ClO3Os.

Charge: +3
ΔE to the lowest compared entry with this formula, charge and spin (kJ/mol): 6.5
HOMO-LUMO gap (spin up / spin down) (eV): 8.70 / 6.11
2S+1: 5

XYZ file:
```
38
Properties=species:S:1:pos:R:3:lowdin_charge:R:1
Os 0.03 -0.25 -0.50 1.4771
C 2.32 0.95 -2.55 0.0142
O 0.89 0.84 -2.24 -0.3490
C 0.20 2.12 -2.29 -0.1386
C -1.26 1.81 -2.39 -0.0666
O -1.55 0.75 -1.41 -0.3116
C -2.75 -0.04 -1.74 -0.0759
C -2.65 -1.30 -0.94 -0.1370
O -1.30 -1.82 -1.18 -0.3724
C -1.19 -3.27 -0.98 0.0138
H 2.42 1.27 -3.58 0.1208
H 2.80 1.66 -1.88 0.1117
H 2.75 -0.05 -2.44 0.1010
H 0.46 2.71 -1.40 0.1364
H 0.52 2.68 -3.17 0.1633
H -1.88 2.68 -2.19 0.1648
H -1.50 1.40 -3.37 0.1528
H -3.64 0.53 -1.49 0.1664
H -2.72 -0.25 -2.81 0.1541
H -2.79 -1.14 0.13 0.1470
H -3.39 -2.02 -1.28 0.1633
H -1.82 -3.75 -1.73 0.1206
H -0.15 -3.53 -1.16 0.0976
H -1.50 -3.54 0.02 0.1138
Cl 1.68 -1.45 0.61 0.8420
C 1.65 -0.72 2.24 -0.4577
C 2.32 -1.27 3.26 0.0133
C 2.11 -0.68 4.54 0.1341
C 1.22 0.43 4.72 0.0555
C 0.55 0.95 3.65 0.0537
C 0.79 0.42 2.35 -0.2083
C 0.29 1.06 1.11 -0.2267
H 2.98 -2.13 3.14 0.1524
H 2.61 -1.10 5.41 0.1570
H 1.10 0.85 5.71 0.1525
H -0.12 1.79 3.77 0.1525
H 1.10 1.71 0.74 0.1154
H -0.58 1.69 1.30 0.0968
```


# 3
ORCA calculation (the ωB97M-V functional and the def2-TZVPD basis) on a molecular structure, C13H20F12N2NaO23S8.

Charge: -1
HOMO-LUMO gap (eV): 9.00

XYZ file:
```
79
Properties=species:S:1:pos:R:3:lowdin_charge:R:1
Na 0.29 -0.98 0.55 0.3288
C 1.39 0.66 -2.49 -0.5789
F 1.73 1.49 -3.54 0.1136
F 2.47 0.08 -1.99 0.1409
F 0.85 1.38 -1.53 0.1223
S 0.05 -0.74 -3.08 0.7426
O -1.19 -0.03 -3.44 -0.3079
O 0.76 -1.52 -4.12 -0.2966
N -0.18 -1.58 -1.56 -0.3338
S -0.80 -2.91 -2.08 0.5261
O -1.79 -2.90 -3.16 -0.2832
O 0.16 -3.93 -2.36 -0.2900
C -1.50 -3.50 -0.39 -0.5681
F -2.31 -2.54 0.16 0.0798
F -2.24 -4.62 -0.54 0.1407
F -0.43 -3.65 0.41 0.1245
C -1.92 -1.33 3.37 -0.5367
F -1.85 -2.68 3.29 0.1200
F -2.18 -0.75 2.19 0.0931
F -2.89 -0.98 4.33 0.0878
S -0.27 -0.58 3.99 0.6931
O -0.55 0.81 3.75 -0.2921
O -0.18 -0.86 5.43 -0.2725
N 0.85 -1.26 2.86 -0.3124
S 1.72 -2.05 3.81 0.5577
O 2.51 -1.38 4.86 -0.3129
O 0.98 -3.21 4.37 -0.3283
C 3.04 -2.84 2.59 -0.6378
F 2.32 -3.41 1.60 0.1015
F 3.88 -1.99 2.04 0.1445
F 3.70 -3.78 3.26 0.1510
O -2.54 2.18 2.21 -0.2762
S -1.85 2.24 0.91 0.6939
O -1.30 1.04 0.36 -0.2836
O -2.82 3.11 -0.17 -0.2607
C -2.58 2.82 -1.51 -0.2862
C -3.54 3.79 -2.33 -0.0349
C -0.58 3.56 1.10 -0.0740
H -2.60 1.79 -1.84 0.1025
H -1.56 3.18 -1.61 0.1023
H -2.96 4.70 -2.23 0.0635
H -4.53 3.89 -1.89 0.0757
H -3.59 3.60 -3.41 0.0745
H -0.12 3.48 2.08 0.0559
H -1.19 4.46 1.02 0.0710
H 0.09 3.58 0.24 0.0683
C -5.08 -0.21 -0.27 -0.1702
C -4.37 -1.02 -1.37 -0.1203
O -5.00 -0.66 -2.65 -0.2078
S -6.14 0.50 -2.53 0.7787
O -7.51 -0.08 -2.61 -0.2700
O -5.69 1.66 -3.39 -0.2829
O -5.68 0.84 -0.97 -0.2215
H -4.42 0.20 0.50 0.1251
H -5.85 -0.78 0.24 0.1300
H -4.53 -2.08 -1.19 0.1239
H -3.31 -0.87 -1.55 0.1041
C 2.43 4.13 2.70 -0.1816
C 3.05 4.42 1.31 -0.1416
O 3.02 3.15 0.63 -0.2104
S 2.99 1.97 1.73 0.6893
O 4.34 1.84 2.21 -0.1888
O 2.25 0.86 1.11 -0.2423
O 1.97 2.80 2.63 -0.2020
H 1.59 4.80 2.92 0.1269
H 3.13 4.38 3.50 0.1314
H 4.11 4.68 1.29 0.1273
H 2.49 5.21 0.82 0.1267
C 3.51 -2.98 -1.75 -0.1507
C 4.61 -2.86 -0.72 -0.1862
O 5.82 -3.20 -1.39 -0.1969
S 5.74 -2.86 -2.99 0.7227
O 5.98 -4.02 -3.86 -0.2562
O 6.49 -1.63 -3.20 -0.2592
O 4.15 -2.41 -2.91 -0.2067
H 2.66 -2.31 -1.63 0.1091
H 3.28 -4.03 -1.88 0.1415
H 4.44 -3.45 0.19 0.1188
H 4.77 -1.82 -0.44 0.1311
```


# 4
ORCA calculation (the ωB97M-V functional and the def2-TZVPD basis) on a molecular structure, C13H20MoNOS9Sb.

Charge: -1
ΔE to the lowest compared entry with this formula, charge and spin (kJ/mol): 106.9
HOMO-LUMO gap (spin up / spin down) (eV): 5.00 / 4.97
2S+1: 2

XYZ file:
```
46
Properties=species:S:1:pos:R:3:lowdin_charge:R:1
Mo -0.30 0.29 0.22 0.1157
C 0.37 3.47 -0.75 -0.4749
C -1.01 3.22 -1.35 -0.4778
S -1.48 1.45 -1.56 0.7898
C -0.70 1.06 -3.15 -0.4827
C 0.78 0.70 -3.11 -0.4503
S 1.21 -0.35 -1.70 0.8499
C 2.86 0.31 -1.41 -0.5040
C 3.40 -0.35 -0.15 -0.5071
S 2.29 -0.21 1.29 0.8354
C 2.71 1.43 1.91 -0.5577
C 2.28 2.61 1.07 -0.4951
S 0.52 2.49 0.77 0.7417
H 0.48 4.52 -0.49 0.0882
H 1.17 3.19 -1.44 0.0624
H -1.10 3.68 -2.34 0.0766
H -1.78 3.62 -0.70 0.0776
H -0.87 1.92 -3.80 0.0816
H -1.27 0.21 -3.51 0.0512
H 1.39 1.60 -3.05 0.0684
H 1.04 0.14 -4.00 0.0865
H 2.85 1.39 -1.33 0.0509
H 3.46 0.04 -2.28 0.0885
H 4.36 0.08 0.14 0.0836
H 3.53 -1.42 -0.32 0.0742
H 3.79 1.45 2.06 0.0887
H 2.24 1.50 2.90 -0.0549
H 2.82 2.68 0.13 0.0606
H 2.45 3.53 1.64 0.0686
O -0.79 -1.71 -2.86 -0.2469
N -0.51 -2.87 -2.35 -0.2529
C -0.01 -3.82 -3.19 -0.0428
C 0.27 -5.09 -2.78 -0.0864
C 0.05 -5.41 -1.44 -0.0953
C -0.43 -4.45 -0.60 -0.1054
C -0.72 -3.14 -1.03 -0.6574
S -1.41 -2.00 0.07 0.5616
H 0.11 -3.47 -4.21 0.1252
H 0.64 -5.81 -3.49 0.0963
H 0.26 -6.41 -1.07 0.0998
H -0.60 -4.65 0.45 0.0992
S -0.76 0.76 6.38 -0.4293
Sb -0.61 2.20 4.64 0.1169
S -0.60 -0.03 2.66 -0.1651
S -2.14 0.88 1.63 -0.0927
S 1.54 3.08 4.59 -0.3605
```


# 5
ORCA calculation (the ωB97M-V functional and the def2-TZVPD basis) on C13H20N2O3Si in the gas phase.

ΔE to the lowest compared entry with this formula, charge and spin (kJ/mol): 0.0
SMILES: c1ccc(NC[Si]23OCCN(CCO2)CCO3)cc1
HOMO-LUMO gap (eV): 8.16

XYZ file:
```
39
Properties=species:S:1:pos:R:3:lowdin_charge:R:1
O -1.32 -1.76 -0.49 -0.1396
O -0.89 0.41 1.21 -0.1307
O 1.07 -1.47 0.73 -0.1419
C 2.04 4.54 -3.51 -0.1086
C 1.92 4.80 -2.14 -0.0988
C 1.83 3.26 -4.03 -0.0974
C 1.50 3.81 -1.31 -0.0398
C 1.47 2.24 -3.19 -0.0510
C 1.29 2.51 -1.84 -0.2573
N -1.00 -2.47 2.40 -0.1523
N 0.77 1.55 -0.98 -0.0545
C -2.42 -2.14 0.25 -0.2544
C -1.65 0.02 2.33 -0.2268
C 1.03 -2.84 1.03 -0.2447
C -2.07 -3.01 1.47 -0.1101
C -1.11 -1.15 3.18 -0.1083
C 0.33 -3.15 2.35 -0.1561
C 0.30 0.26 -1.45 -0.1919
Si -0.24 -0.65 0.12 0.3895
H 2.44 5.29 -4.17 0.0874
H 2.13 5.75 -1.72 0.0887
H 1.99 3.05 -5.08 0.1013
H 1.33 4.02 -0.28 0.1003
H 1.29 1.25 -3.56 0.0930
H 0.36 1.80 -0.07 0.1130
H -2.95 -1.23 0.51 0.0921
H -3.07 -2.70 -0.45 0.1294
H -1.67 0.91 2.97 0.1249
H -2.69 -0.14 2.06 0.1067
H 2.11 -3.12 1.09 0.1349
H 0.50 -3.32 0.19 0.1128
H -1.66 -3.94 1.05 0.1188
H -2.92 -3.30 2.10 0.1149
H -0.09 -0.87 3.51 0.1214
H -1.68 -1.31 4.08 0.1083
H 0.16 -4.20 2.53 0.1119
H 0.97 -2.79 3.17 0.1206
H 1.15 -0.28 -1.92 0.1065
H -0.54 0.36 -2.13 0.0876
```


# 6
ORCA calculation (the ωB97M-V functional and the def2-TZVPD basis) on 3 unconnected molecules or ions with the total composition C13H20N4OP.

Charge: -1
HOMO-LUMO gap (eV): 6.93

XYZ file:
```
39
Properties=species:S:1:pos:R:3:lowdin_charge:R:1
C 3.92 2.18 1.60 -0.0922
C 3.61 0.78 2.09 -0.3292
O 2.53 0.25 1.36 -0.2265
C 1.64 -0.57 2.19 -0.4273
N 0.99 0.12 3.22 -0.3028
P -0.32 0.97 2.85 0.4458
N -1.34 0.51 1.72 -0.3362
H 4.65 2.68 2.24 0.0631
H 2.99 2.77 1.59 0.0679
H 4.30 2.16 0.57 0.0625
H 4.50 0.14 1.96 0.1061
H 3.36 0.81 3.16 0.0978
H 0.96 -1.00 1.44 0.0768
H 2.25 -1.39 2.60 0.0930
H -0.94 1.19 4.10 -0.0438
H 0.07 2.31 2.55 -0.0525
H -2.24 0.25 2.13 -0.0919
N -5.00 -0.05 0.88 0.0607
C -6.27 -0.28 0.55 -0.1748
C -6.65 -0.92 -0.62 -0.0972
C -5.66 -1.35 -1.49 -0.1006
C -4.34 -1.11 -1.15 -0.0710
C -4.05 -0.45 0.04 -0.1347
H -7.02 0.06 1.25 0.0948
H -7.70 -1.09 -0.84 0.0901
H -5.91 -1.86 -2.41 0.0965
H -3.53 -1.42 -1.80 0.1002
H -3.03 -0.25 0.33 0.0543
N 2.90 -2.02 -3.27 0.0378
C 3.09 -1.05 -4.16 -0.1853
C 2.81 0.29 -3.91 -0.0926
C 2.31 0.63 -2.66 -0.0740
C 2.10 -0.36 -1.72 -0.0476
C 2.42 -1.67 -2.08 -0.1454
H 3.49 -1.35 -5.12 0.0914
H 2.99 1.03 -4.67 0.0911
H 2.08 1.66 -2.42 0.1058
H 1.73 -0.13 -0.73 0.0857
H 2.28 -2.47 -1.36 0.1040
```


# 7
ORCA calculation (the ωB97M-V functional and the def2-TZVPD basis) on C13H20N6O2 in the gas phase.

ΔE to the lowest compared entry with this formula, charge and spin (kJ/mol): 0.0
SMILES: C=CCNc1nc(N)c([N+](=O)[O-])c(NC2CCCCC2)n1
HOMO-LUMO gap (eV): 8.78

XYZ file:
```
41
Properties=species:S:1:pos:R:3:lowdin_charge:R:1
O 2.38 2.47 0.47 0.0790
O 1.68 3.59 -1.20 0.0792
N -2.02 2.15 -0.60 0.1929
N -0.99 0.11 -0.03 0.1949
C -5.99 -0.14 1.53 0.0077
C -5.40 -0.12 0.31 -0.1741
C -2.00 0.86 -0.33 -0.4452
C -0.88 2.70 -0.53 -0.3736
C 0.18 0.71 -0.10 -0.2261
C 0.31 2.06 -0.34 -0.0717
N -1.02 4.02 -0.69 0.1663
N -3.13 0.21 -0.15 0.0590
N 1.30 -0.08 0.02 0.1053
N 1.52 2.74 -0.35 -0.3506
C -4.38 0.92 -0.02 -0.2156
C 4.18 -1.59 -0.11 -0.2184
C 3.61 -2.30 1.11 -0.1900
C 3.37 -1.78 -1.37 -0.1952
C 2.20 -1.75 1.40 -0.1361
C 1.89 -2.11 -1.12 -0.1458
C 1.28 -1.56 0.17 -0.2565
H -6.75 -0.85 1.80 0.0418
H -5.72 0.60 2.30 0.0635
H -5.72 -0.90 -0.43 0.1139
H -0.24 4.46 -1.17 0.0954
H -1.94 4.21 -1.04 0.1022
H -2.99 -0.57 0.49 0.1457
H 2.16 0.41 0.13 0.0959
H -4.58 1.41 -0.97 0.1175
H -4.35 1.66 0.80 0.1238
H 4.22 -0.52 0.11 0.1057
H 5.19 -1.91 -0.29 0.1029
H 3.64 -3.41 0.94 0.1276
H 4.24 -2.09 1.95 0.0961
H 3.47 -0.87 -2.00 0.1162
H 3.80 -2.58 -1.93 0.0950
H 1.72 -2.46 2.05 0.1001
H 2.33 -0.80 1.95 0.1249
H 1.34 -1.76 -1.97 0.1026
H 1.81 -3.20 -1.14 0.1133
H 0.29 -1.96 0.34 0.1305
```


# 8
ORCA calculation (the ωB97M-V functional and the def2-TZVPD basis) on a molecular structure, C13H20NO5PPb.

Charge: +2
HOMO-LUMO gap (eV): 6.49

XYZ file:
```
41
Properties=species:S:1:pos:R:3:lowdin_charge:R:1
C 1.84 -1.88 1.25 -0.0507
C 2.80 -0.78 1.71 -0.2008
O 2.15 0.48 1.98 -0.1465
P 1.96 1.50 0.82 0.5629
O 3.00 2.49 0.65 -0.1699
C 0.32 2.25 1.01 -0.1378
C -0.81 1.37 1.62 -0.1108
C -1.92 1.04 0.69 -0.1547
C -3.11 1.64 0.68 0.1221
C -4.14 1.20 -0.30 -0.3262
O -4.87 1.98 -0.87 0.1661
C -4.12 -0.27 -0.53 0.1080
C -2.94 -0.86 -0.50 -0.1401
C -2.69 -2.32 -0.67 -0.1591
N -1.64 -2.73 0.30 0.0305
C -1.77 -0.01 -0.29 -0.2912
O -0.74 -0.16 -0.92 -0.0721
O 1.82 0.53 -0.59 -0.4274
C 2.97 0.49 -1.48 -0.3652
C 2.58 1.24 -2.78 -0.0335
H 1.99 -2.76 1.86 0.1007
H 2.07 -2.20 0.23 0.0292
H 0.81 -1.59 1.31 0.0652
H 3.63 -0.69 1.02 0.1178
H 3.23 -1.09 2.64 0.1346
H 0.52 3.05 1.70 0.1120
H 0.03 2.70 0.08 0.1125
H -0.41 0.43 1.97 0.1102
H -1.22 1.86 2.48 0.1303
H -3.34 2.44 1.35 0.1505
H -5.02 -0.82 -0.71 0.1491
H -3.57 -2.90 -0.45 0.1327
H -2.32 -2.52 -1.66 0.1179
H -1.93 -3.52 0.85 0.0879
H -0.78 -2.94 -0.18 0.0407
H 3.91 0.80 -1.04 0.1534
H 3.14 -0.61 -1.77 0.0398
H 1.64 0.80 -3.24 0.0411
H 3.34 1.10 -3.53 0.1166
H 2.33 2.28 -2.60 0.1238
Pb 1.28 -0.99 -2.09 1.7302
```


Number 1: electronic energy -57349.1127 eV. Number 2: electronic energy -34903.0959 eV. Number 3: electronic energy -187581.2255 eV. Number 4: electronic energy -123255.8700 eV. Number 5: electronic energy -30808.1412 eV. Number 6: electronic energy -31101.6978 eV. Number 7: electronic energy -26838.2601 eV. Number 8: electronic energy -40051.5112 eV.